No. 1
C44H125N11O13 | wB97M-V/def2-TZVPD

Geometry as ORCA input:
```
! wB97M-V def2-TZVPD RIJCOSX def2/J DEFGRID3
* xyz 0 1
C 5.1993 0.6862 -3.5537
C 4.7394 -0.2849 -2.4744
C 4.7470 0.2859 -1.0781
O 4.5776 -0.7807 -0.1324
C 4.7971 -0.4631 1.2495
N 3.4201 -0.7877 -2.8217
H 6.2521 0.9254 -3.3959
H 4.6704 1.6397 -3.5648
H 5.0921 0.1214 -4.4790
H 5.4427 -1.1197 -2.4559
H 3.9779 1.0541 -0.9668
H 5.7103 0.7556 -0.8628
H 5.7729 0.0157 1.3439
H 4.8565 -1.4514 1.7052
H 4.0034 0.1120 1.7286
H 3.2364 -1.4433 -2.0722
H 2.7807 -0.0025 -2.7459
C 0.8353 4.8056 -3.8130
C 0.3132 3.4530 -3.3488
C 1.5953 2.5340 -3.0757
O 1.4325 1.2015 -2.5504
C 0.5229 0.3788 -3.3084
N -0.2628 3.7033 -2.0124
H 1.3519 5.4050 -3.0652
H -0.0268 5.3810 -4.1534
H 1.4547 4.6782 -4.7022
H -0.4499 2.9964 -3.9773
H 2.1921 3.0742 -2.3411
H 2.1548 2.4597 -4.0113
H 0.8458 0.3118 -4.3486
H -0.4816 0.7871 -3.1954
H 0.5528 -0.6436 -2.9367
H -0.2731 2.7826 -1.5892
H 0.3645 4.2017 -1.3882
C -3.2357 6.3631 -3.1061
C -3.3074 5.9535 -1.6384
C -4.6469 6.4024 -0.9844
O -4.8254 7.8200 -0.9764
C -6.0750 8.2547 -0.5399
N -3.2708 4.5332 -1.5493
H -2.3014 6.1674 -3.6332
H -3.3844 7.4315 -3.2770
H -4.0468 5.9099 -3.6790
H -2.4076 6.2883 -1.1230
H -4.7045 6.0604 0.0509
H -5.4941 6.0152 -1.5561
H -6.0800 9.3433 -0.5964
H -6.1486 7.9558 0.5078
H -6.8678 7.8945 -1.1987
H -3.7256 4.0993 -2.3434
H -2.3096 4.2540 -1.7204
C -5.1643 2.0561 0.6940
C -5.9142 3.1642 1.4258
C -7.0907 3.7690 0.6435
O -7.7050 4.8836 1.3416
C -8.6782 5.5095 0.5334
N -6.3043 2.6961 2.7309
H -4.7977 2.2545 -0.3133
H -5.8676 1.2261 0.6073
H -4.3080 1.7885 1.3130
H -5.1801 3.9701 1.5177
H -7.8294 2.9798 0.4893
H -6.6791 4.1626 -0.2875
H -9.0877 6.2990 1.1613
H -9.4468 4.8365 0.1482
H -8.1388 5.8626 -0.3484
H -6.9378 3.3763 3.1331
H -5.5104 2.7626 3.3548
C 1.8316 -6.1137 2.5744
C 1.1907 -6.3061 1.1976
C 1.7424 -7.5506 0.4834
O 3.0865 -7.3756 0.0986
C 3.6176 -8.4902 -0.5560
N -0.2730 -6.2758 1.3481
H 2.9120 -6.1728 2.4276
H 1.5430 -6.9182 3.2514
H 1.6932 -5.1310 3.0236
H 1.4444 -5.4284 0.5963
H 1.0588 -7.9282 -0.2795
H 1.8758 -8.3797 1.1853
H 3.7269 -9.3958 0.0436
H 4.6075 -8.1765 -0.8904
H 3.1053 -8.6959 -1.4986
H -0.4409 -5.4382 1.8912
H -0.7073 -6.0906 0.4470
C -4.3067 -4.9421 2.5167
C -3.3265 -4.2429 1.6044
C -4.0839 -3.8440 0.3204
O -3.3541 -3.1226 -0.7050
C -3.0045 -1.7551 -0.4726
N -2.8663 -3.0655 2.3398
H -4.7806 -5.7060 1.8931
H -5.1895 -4.4172 2.8820
H -3.8587 -5.5161 3.3278
H -2.5598 -4.9387 1.2587
H -4.9133 -3.2491 0.7121
H -4.5539 -4.7386 -0.0878
H -3.8997 -1.1684 -0.2607
H -2.6121 -1.4639 -1.4464
H -2.2725 -1.7190 0.3290
H -2.2534 -2.6397 1.6589
H -2.2678 -3.3376 3.1127
C 1.4565 1.3154 4.1048
C 2.4024 2.1754 4.9392
C 1.8750 3.5876 5.0862
O 2.7903 4.4715 5.7216
C 2.3104 5.7893 6.0503
N 2.6964 1.5066 6.2088
H 0.6194 0.8801 4.6531
H 1.9948 0.4043 3.8379
H 1.1110 1.8237 3.2050
H 3.3665 2.1940 4.4275
H 0.9519 3.5574 5.6726
H 1.5713 3.9548 4.1028
H 1.3935 5.6275 6.6203
H 2.0746 6.4148 5.1876
H 3.0327 6.3303 6.6592
H 1.8133 1.4829 6.7069
H 3.1984 2.2149 6.7325
C -0.6484 5.2091 1.1590
C 0.0363 6.3679 0.5080
C 0.4531 7.5202 1.3504
O -0.6591 8.1342 1.9650
C -0.3097 9.0921 2.9360
N 1.2006 5.8291 -0.2172
H -0.9205 4.4572 0.4199
H -1.6005 5.5111 1.5971
H 0.0111 4.8260 1.9396
H -0.5618 6.7495 -0.3215
H 0.9765 8.2602 0.7403
H 1.1106 7.2082 2.1671
H 0.3034 8.7910 3.7878
H -1.1982 9.5246 3.3967
H 0.1629 9.9423 2.4386
H 1.9044 5.7171 0.5040
H 1.6167 6.4904 -0.8603
C 7.5087 -6.1340 -3.1727
C 6.0608 -6.1551 -3.6260
C 5.1939 -5.1075 -2.9325
O 5.1613 -5.2065 -1.5362
C 4.0505 -4.4528 -0.9253
N 6.0090 -6.0150 -5.0519
H 7.6098 -6.2719 -2.0933
H 7.9408 -5.1356 -3.2637
H 8.1317 -6.9293 -3.5813
H 5.6956 -7.1363 -3.3160
H 4.1363 -5.1324 -3.2057
H 5.5584 -4.1021 -3.1645
H 4.1180 -4.3437 0.1555
H 3.1129 -4.9620 -1.1546
H 3.9152 -3.4635 -1.3665
H 6.7886 -6.5285 -5.4443
H 6.2602 -5.1078 -5.4254
C 0.5515 -5.9293 -2.5481
C -0.3005 -4.7558 -2.1682
C -1.0735 -4.1897 -3.3857
O -1.6752 -5.2269 -4.1361
C -2.9288 -4.8985 -4.7667
N -1.3954 -5.2350 -1.2929
H 1.2648 -5.7127 -3.3437
H -0.0964 -6.6790 -3.0047
H 1.0055 -6.3411 -1.6483
H 0.2785 -3.9744 -1.6746
H -0.4146 -3.6189 -4.0469
H -1.8429 -3.4698 -3.0987
H -3.4725 -5.8214 -4.9705
H -2.8360 -4.3324 -5.6934
H -3.5580 -4.4387 -4.0021
H -2.1857 -4.6047 -1.2084
H -1.7746 -6.0533 -1.7526
C 1.5723 -2.5311 1.5022
C 0.7795 -1.8232 0.4257
C 0.3220 -0.4295 0.9344
O -0.5381 0.1834 0.0389
C -1.2324 1.3068 0.5395
N 1.6121 -1.6896 -0.7646
H 2.1108 -3.4100 1.1435
H 1.0237 -2.9427 2.3493
H 2.3851 -1.8865 1.8433
H -0.0082 -2.5282 0.1525
H 1.0995 0.2399 1.3131
H -0.2350 -0.6233 1.8581
H -1.8737 1.7470 -0.2238
H -0.5077 2.0044 0.9617
H -1.9818 1.0163 1.2802
H 2.4525 -1.2891 -0.3605
H 1.2175 -0.8864 -1.2368
O -0.8283 -4.0962 3.9788
H -0.0547 -3.6640 4.3609
H -0.9546 -4.8839 4.5122
O 1.3538 -3.2153 5.3816
H 1.1813 -3.4253 6.3021
H 1.9338 -2.4511 5.4123
*
```

Output
HOMO-LUMO gap = 8.3 eV
lowest unoccupied orbital energy = 0.15 eV


No. 2
C5H12O | wB97M-V/def2-TZVPD

Geometry as ORCA input:
```
! wB97M-V def2-TZVPD RIJCOSX def2/J DEFGRID3
* xyz 0 1
C 1.7021 1.6419 1.0273
C 1.4657 0.1340 0.8345
C 0.0768 -0.4415 1.0401
O -0.8264 0.3627 -0.1833
C -0.9709 -0.5105 -1.3325
C -1.9780 -1.5821 -0.9910
H 2.7611 1.9089 0.9261
H 1.1618 2.2576 0.2907
H 1.3633 1.9594 2.0205
H 1.8745 -0.1825 -0.1387
H 2.0731 -0.4074 1.5749
H -0.3926 0.1198 1.8695
H -0.3735 1.1779 -0.4559
H -1.3054 0.1170 -2.1659
H 0.0089 -0.9408 -1.5645
H -2.1376 -2.2299 -1.8595
H -1.5929 -2.1631 -0.1501
H -2.9331 -1.1306 -0.7068
*
```

Output
HOMO-LUMO gap = 7.8 eV
lowest unoccupied orbital energy = 0.69 eV


No. 3
C22H29IrN4O2 | wB97M-V/def2-TZVPD

Geometry as ORCA input:
```
! wB97M-V def2-TZVPD RIJCOSX def2/J DEFGRID3
* xyz 1 2
Ir -0.1021 0.1397 -0.2435
C -1.1584 1.0891 2.3579
N -0.7332 -0.2004 1.7762
C -1.8688 -1.1584 1.8201
C 0.4322 -0.7763 2.4854
C 0.3166 -1.2803 3.7677
C 1.3706 -1.9871 4.3287
C 2.4939 -2.2464 3.5514
C 2.6262 -1.7064 2.2812
C 1.6286 -0.8702 1.7634
N 1.6473 -0.1763 0.5660
C 2.7494 0.1713 -0.1836
C 4.0869 0.1519 0.2380
C 5.1062 0.3957 -0.6651
C 4.8376 0.6907 -1.9978
C 3.5175 0.8125 -2.3989
C 2.4935 0.5839 -1.4942
N 1.0872 0.8368 -1.8635
C 0.8908 2.3110 -1.9384
C 0.7118 0.2357 -3.1636
H -1.4625 0.9615 3.4007
H -2.0049 1.4736 1.7922
H -0.3297 1.7923 2.3100
H -2.2206 -1.3112 2.8433
H -1.5464 -2.1046 1.3998
H -2.6887 -0.7533 1.2251
H -0.5949 -1.1336 4.3348
H 1.2988 -2.3608 5.3405
H 3.2767 -2.8879 3.9356
H 3.4942 -1.9379 1.6799
H 4.3219 -0.0371 1.2752
H 6.1315 0.3516 -0.3212
H 5.6407 0.8534 -2.7025
H 3.2895 1.1104 -3.4152
H 1.5490 2.7280 -2.7041
H 1.1467 2.7490 -0.9750
H -0.1415 2.5341 -2.1848
H 1.2189 0.7319 -3.9946
H -0.3621 0.3412 -3.3003
H 0.9823 -0.8163 -3.1551
O -1.7056 1.1177 -1.3368
N -2.9614 1.2030 -0.8705
C -3.3545 2.3742 -0.3518
C -4.6982 2.6700 -0.2251
C -5.6339 1.7421 -0.6436
C -5.2063 0.5335 -1.1680
C -3.8539 0.2845 -1.2672
H -2.5512 3.0397 -0.0721
H -4.9888 3.6249 0.1874
H -6.6910 1.9553 -0.5560
H -5.9047 -0.2184 -1.5043
H -3.4242 -0.6218 -1.6670
C -0.5913 -2.8724 -1.6738
O -0.0953 -2.3521 -0.4372
H -0.8151 -3.9360 -1.5855
H 0.1177 -2.7174 -2.4866
H -1.5086 -2.3319 -1.8946
H 0.7338 -2.7961 -0.2192
*
```

Output
HOMO-LUMO gap (spin up / spin down) = 5.8 / 5.7 eV
lowest unoccupied orbital energy (spin up / spin down) = -3.36 / -3.36 eV


No. 4
C18H33O9P2 | wB97M-V/def2-TZVPD

Geometry as ORCA input:
```
! wB97M-V def2-TZVPD RIJCOSX def2/J DEFGRID3
* xyz 1 1
C 2.5425 1.4155 -3.5524
P 1.5738 0.4018 -2.3829
C -0.0781 1.1122 -2.2322
P 1.3484 -1.5095 -3.2504
O 0.5388 -1.8628 -4.5645
H 2.2702 1.3362 -4.6027
H 2.3884 2.4456 -3.2304
H 3.5952 1.1683 -3.4277
H -0.7109 1.0520 -3.1165
H -0.5535 0.6072 -1.3987
H 0.0504 2.1667 -1.9847
H 0.7709 -2.3320 -2.2897
H 2.6611 -1.9448 -3.4292
H 0.9045 -1.5252 -5.3948
O 0.6057 -2.8785 0.1069
C -0.3967 -2.3229 0.4795
O -0.8176 -1.2092 -0.1510
C -1.9997 -0.6597 0.5050
C -2.5908 -1.8365 1.2656
C -1.3489 -2.6636 1.5995
H -1.6633 0.1244 1.1815
H -2.6660 -0.2467 -0.2446
H -3.1565 -1.5150 2.1338
H -3.2552 -2.3940 0.6041
H -0.8873 -2.3452 2.5363
H -1.5099 -3.7378 1.6396
O -1.6629 0.0280 3.6596
C -0.5379 0.2730 3.9913
O 0.3582 0.7968 3.1187
C 1.6610 0.8950 3.7346
C 1.3899 0.9111 5.2356
C 0.1308 0.0541 5.3326
H 2.2466 0.0256 3.4294
H 2.1397 1.7950 3.3585
H 2.2310 0.5407 5.8160
H 1.1717 1.9282 5.5616
H 0.3577 -1.0108 5.4215
H -0.5484 0.3280 6.1352
O -4.9805 0.2598 -0.0474
C -5.6776 0.9518 -0.7348
O -6.9315 1.2787 -0.3733
C -7.5855 2.0314 -1.4116
C -6.4514 2.6360 -2.2356
C -5.3652 1.5742 -2.0865
H -8.1993 1.3424 -1.9945
H -8.2302 2.7639 -0.9350
H -6.7426 2.8423 -3.2626
H -6.1220 3.5698 -1.7793
H -5.4455 0.7880 -2.8403
H -4.3493 1.9620 -2.0919
O 7.3658 -0.4958 1.9266
C 6.5851 -0.5981 1.0354
O 5.3819 0.0472 1.0499
C 4.5975 -0.3209 -0.0862
C 5.6026 -0.8128 -1.1286
C 6.6933 -1.4114 -0.2451
H 3.8945 -1.1042 0.2110
H 4.0323 0.5555 -0.3976
H 5.1699 -1.5165 -1.8390
H 6.0062 0.0346 -1.6857
H 6.4995 -2.4557 0.0068
H 7.6988 -1.3339 -0.6486
*
```

Output
HOMO-LUMO gap = 8.6 eV
lowest unoccupied orbital energy = -3.66 eV


Result set for relative energy (zero: lowest compared OMol25 entry of this formula, charge and spin): 57.0 96.4 13.0 3.8 kcal per mole, one per record in the order listed.
Result set for total energy: -3331.551992 -272.795055 -1329.248735 -2065.355205 Ha, one per record in the order listed.